No. 1
Formula: C25H36BEuN4O3S5
Source: the OMol25 dataset
Level of theory: ωB97M-V with the def2-TZVPD basis set

The geometry in XYZ format:
```
75
Properties=species:S:1:pos:R:3:forces:R:3:mulliken_charge:R:1
Eu -0.206468 -0.004195 0.923251 0.359 -0.644 0.393 0.315
C 3.527718 -2.010607 1.847567 0.258 0.680 0.109 -0.486
C 2.792799 -3.114971 1.148168 -1.016 -0.275 0.327 -1.208
S 1.396831 -2.634367 0.089326 0.058 -0.503 0.154 0.341
C 2.278430 -2.674267 -1.478396 -0.865 -0.208 0.345 -1.086
C 3.059922 -1.415172 -1.807432 -0.577 -0.853 -0.199 -1.100
S 2.071078 0.053436 -1.513816 0.241 0.276 -0.376 0.595
C 3.455955 1.224856 -1.569298 -0.252 -0.879 0.540 -1.263
C 3.127926 2.450754 -0.789141 -1.275 1.634 -0.515 -0.889
S 2.320485 2.160311 0.820541 -0.453 0.435 0.182 0.099
C 3.627909 1.280390 1.712330 0.067 -0.610 -1.383 -0.032
C 3.269865 0.541764 2.975084 -0.480 1.013 0.435 -0.628
S 2.362178 -0.969213 2.733986 -0.756 -0.129 0.178 0.123
H 4.098462 -1.410876 1.127409 -0.060 -0.175 0.120 0.124
H 4.204574 -2.455768 2.563927 0.444 -0.085 0.137 0.432
H 2.358059 -3.822114 1.870038 0.268 0.193 -0.101 0.485
H 3.488161 -3.629058 0.511243 0.295 -0.545 -0.192 0.488
H 1.446525 -2.824935 -2.171409 0.368 0.004 -0.259 0.299
H 2.880053 -3.592244 -1.434067 0.061 0.385 -0.441 0.608
H 3.348310 -1.535780 -2.839734 0.297 0.388 -0.556 0.441
H 3.944842 -1.356854 -1.206096 0.612 0.047 0.413 0.518
H 3.749080 1.371134 -2.593352 0.114 0.490 -0.414 0.579
H 4.261389 0.750407 -1.057257 0.878 -0.604 0.195 0.425
H 2.352698 3.013769 -1.383990 0.592 -0.299 0.811 0.208
H 3.969611 3.150574 -0.688415 -0.023 -0.368 0.013 0.568
H 4.425327 1.995532 1.860203 0.363 0.056 0.213 0.504
H 3.967277 0.479657 1.028228 0.205 0.623 0.084 -0.486
H 2.662419 1.136689 3.671587 -0.103 -0.128 -0.367 0.115
H 4.201668 0.395238 3.482352 0.633 -0.516 0.443 0.623
C -3.897550 0.910818 0.594718 -0.016 -0.355 -0.920 -0.805
C -2.470929 -1.273368 -0.786877 -0.590 -0.043 0.722 -0.042
N -2.636272 -2.342571 -0.070262 -0.004 0.868 -1.820 -0.160
N -3.463589 -2.221333 0.993998 0.092 -0.140 1.306 -0.695
C -2.906905 -2.368209 2.141217 1.071 0.470 0.132 0.271
N -3.680496 -2.400188 3.285780 -0.175 -0.161 0.618 -0.563
S -1.144587 -2.401656 2.524884 -0.857 0.081 -0.409 -0.402
C -1.887370 -1.539191 -2.129201 -0.035 -1.188 -0.060 0.099
C -2.630613 -2.271742 -3.086349 -0.116 0.610 0.217 -0.787
C -2.059897 -2.432176 -4.358188 -1.812 -0.571 0.605 -0.469
C -0.800844 -1.948513 -4.619642 0.582 -0.209 0.241 -1.092
C -0.145547 -1.330362 -3.570195 2.001 0.223 -0.581 -0.050
N -0.630925 -1.145529 -2.361103 -0.613 0.428 0.226 0.804
H -3.606189 0.726984 1.612854 0.100 -0.318 0.485 0.017
H -4.891734 0.517790 0.395276 -0.306 -0.155 0.389 0.232
H -3.960850 1.994713 0.455768 0.102 0.028 -0.052 0.185
H -4.623994 -2.065981 3.253466 -0.393 0.083 -0.632 0.261
H -3.193327 -1.965597 4.044500 0.272 -0.105 0.343 0.226
H -3.653262 -2.649274 -2.794302 1.358 0.495 -0.543 0.399
H -2.684038 -2.944421 -5.097974 0.522 0.076 0.021 0.354
H -0.245199 -2.178285 -5.522079 -0.300 0.286 -0.130 0.421
H 0.927745 -0.998370 -3.697406 -1.257 -0.285 -0.019 0.104
C -1.770323 2.207566 3.724382 0.355 1.043 -1.755 -1.170
C -0.407021 1.639995 3.971367 1.202 0.293 0.439 0.549
C -0.366168 0.640889 5.101839 -1.283 0.492 1.217 -1.086
O 0.128757 1.121110 2.830902 0.077 -0.384 -0.838 -0.285
H -2.144271 2.848078 4.509135 -0.218 0.124 0.324 0.448
H -2.438617 1.400015 3.501738 -0.672 -0.513 0.071 0.106
H -1.675373 2.791779 2.756677 -0.303 -0.352 1.108 0.152
H 0.274738 2.446071 4.305511 -0.182 0.457 0.165 0.127
H -1.057168 -0.220719 4.942624 0.740 0.490 0.209 -0.025
H -0.539957 1.169006 6.068778 -0.828 -0.260 -0.416 0.430
H 0.640542 0.383929 5.297455 1.226 -1.116 -0.433 0.361
O -3.567618 0.713388 -1.879211 0.151 0.375 -0.984 -0.743
B -2.986568 0.324213 -0.601914 0.617 0.155 1.040 1.738
O -1.633705 1.253765 -0.574478 -0.022 -0.448 0.119 -0.122
C -1.610144 1.906325 -1.745020 -0.667 -1.020 0.090 0.272
C -0.643710 2.712024 -2.252077 0.483 0.519 0.280 -0.697
C -0.857891 3.353781 -3.474517 0.923 -0.222 -0.146 -0.713
C -1.993942 3.107262 -4.206553 -0.969 -0.865 -0.162 -0.463
C -2.962486 2.188408 -3.746046 0.121 -0.387 0.970 -1.178
C -2.733023 1.566734 -2.493494 -1.372 1.099 -1.956 0.894
H 0.263155 2.837580 -1.669328 -0.028 0.220 -0.121 0.323
H -0.011071 3.899556 -3.874719 -0.274 0.337 -0.145 0.334
H -2.193808 3.503321 -5.191634 0.370 0.390 -0.040 0.348
H -3.871006 1.978286 -4.343111 0.675 0.052 0.537 0.378
```
Forces are in eV/Å.

Values from the calculation:
largest force on an atom	0.0511	Eh/bohr
electronic energy	-4145.2526	hartree
orbital gap (spin up / spin down)	5.4750 / 6.0521	eV
spin multiplicity	8
HOMO (spin up / spin down)	-3.615 / -4.193	eV
net charge	-1
energy relative to the best compared isomer or geometry (same formula, charge and spin)	0.0	kcal per mole


No. 2
Formula: C25H36BN6O2PtS4
Source: the OMol25 dataset
Level of theory: ωB97M-V with the def2-TZVPD basis set

The geometry in XYZ format:
```
75
Properties=species:S:1:pos:R:3:forces:R:3:mulliken_charge:R:1
Pt 2.133238 0.311455 0.176008 1.681 1.275 -1.603 -0.210
N 3.556176 0.553530 3.985981 -0.159 0.051 0.063 -0.022
C 2.239544 0.487948 4.391298 0.095 0.063 0.020 -0.875
C 1.488530 0.543496 3.265309 -0.185 0.044 -0.160 -0.478
N 2.339860 0.652433 2.182281 -0.113 -0.864 0.171 0.449
C 3.588407 0.643812 2.653473 0.074 0.057 0.104 0.041
C 4.708614 0.632287 1.736995 -0.129 0.012 0.186 0.175
N 4.446618 0.490150 0.453089 0.139 0.178 -0.257 0.238
C 5.663829 0.374942 -0.182631 -0.043 -0.036 0.124 -0.651
C 6.656374 0.479676 0.744101 -0.029 0.002 0.058 -0.800
N 6.033689 0.642774 1.958963 0.067 -0.049 -0.150 -0.050
H 4.350089 0.525680 4.609171 0.005 0.044 0.003 0.200
H 1.955476 0.410293 5.426946 0.034 0.051 -0.004 0.422
H 0.417460 0.539189 3.150972 0.043 -0.022 -0.021 0.634
H 5.758789 0.187447 -1.238978 0.008 0.024 0.020 0.594
H 7.728334 0.450854 0.643316 -0.016 0.002 0.032 0.435
H 6.513177 0.764997 2.838756 0.001 -0.007 0.005 0.204
C -0.121656 1.135481 -3.370771 0.274 0.407 -0.013 0.016
C 1.325727 0.755642 -3.670083 -0.511 -0.306 0.110 -0.924
S 2.548390 0.462493 -2.317420 -0.145 -0.694 0.618 0.192
C 3.530923 1.975345 -2.300645 0.002 0.031 -0.087 -0.861
C 2.780062 3.151525 -1.756127 0.234 0.237 -0.059 -0.500
S 2.195744 2.824042 -0.074619 -0.847 -0.594 0.396 0.065
C 0.477879 3.445365 -0.214277 -0.020 -0.248 0.143 -0.979
C -0.460942 2.606176 -1.071639 -0.003 0.531 -0.185 1.244
S -0.382158 2.860609 -2.866715 -0.097 -0.180 -0.046 -0.089
H -0.574384 0.465768 -2.641987 -0.088 -0.039 -0.099 -0.396
H -0.670464 1.039149 -4.308670 0.024 -0.159 -0.007 0.564
H 1.790710 1.500546 -4.316582 0.159 -0.024 0.085 0.503
H 1.331511 -0.202579 -4.191603 0.086 0.013 -0.016 0.566
H 3.867920 2.169675 -3.320488 -0.036 -0.106 -0.033 0.630
H 4.403065 1.737564 -1.701682 0.053 0.081 -0.048 0.110
H 1.909529 3.390469 -2.361368 0.009 -0.020 -0.046 0.178
H 3.427407 4.030365 -1.707752 0.005 -0.030 0.119 0.617
H 0.566953 4.473025 -0.571575 0.041 0.023 0.090 0.579
H 0.114352 3.461482 0.813681 0.042 0.084 0.010 0.457
H -1.485576 2.807587 -0.759707 0.026 -0.039 0.128 0.618
H -0.246604 1.564724 -0.918226 -0.151 -0.065 0.021 -1.816
S 2.995798 -1.920795 0.222008 0.020 0.024 0.130 -0.243
C 1.969791 -3.338344 0.069546 -0.518 0.418 -0.014 0.269
N 1.186699 -3.832894 1.003588 -0.097 -0.109 0.046 -0.002
C 0.577984 -5.113690 0.594283 -0.080 0.021 -0.043 -0.430
C 1.230827 -5.357645 -0.785933 0.016 -0.039 0.022 -0.497
N 1.996265 -4.112696 -0.993094 0.068 -0.179 -0.019 -0.082
H 1.035886 -3.401478 1.899721 0.088 0.028 0.000 0.191
H -0.503741 -5.013748 0.534235 -0.006 0.044 -0.029 0.287
H 0.813047 -5.894463 1.313051 0.051 0.014 0.011 0.342
H 0.500340 -5.490623 -1.579528 -0.019 0.048 -0.001 0.314
H 1.900674 -6.215073 -0.786470 0.040 0.019 0.023 0.328
H 2.590466 -3.946357 -1.789611 0.014 0.073 0.028 0.223
C -6.838161 -0.578006 -0.128403 0.141 -0.152 -0.020 -2.075
C -5.759713 0.270829 0.543006 -0.155 0.575 0.057 2.040
C -5.949298 1.731772 0.084719 -0.002 -0.146 -0.086 -1.590
C -5.967607 0.225074 2.065643 0.130 -0.284 -0.070 -1.594
C -4.341363 -0.156329 0.183402 -0.069 -0.216 0.014 0.403
C -4.088672 -1.135345 -0.783436 0.013 -0.054 0.056 -0.404
C -2.804271 -1.567417 -1.114777 0.023 -0.023 -0.105 -2.136
C -1.770967 -0.955475 -0.453880 0.048 0.119 0.082 0.641
O -0.380015 -1.121446 -0.613692 0.047 -0.231 -0.150 0.039
B 0.171223 -0.200811 0.230034 -0.414 0.280 -0.194 1.138
O -0.759028 0.494330 0.957100 0.078 -0.120 0.513 -0.063
C -2.000098 0.021238 0.494936 0.101 -0.074 -0.131 0.284
C -3.257410 0.443559 0.838531 0.063 0.039 0.178 -0.777
H -7.816903 -0.251386 0.219818 0.002 0.009 -0.016 0.425
H -6.736050 -1.636740 0.119863 -0.029 0.006 0.012 0.465
H -6.826673 -0.471968 -1.214759 0.004 -0.003 0.005 0.431
H -6.959578 2.058166 0.333020 0.026 0.050 -0.003 0.454
H -5.821234 1.816470 -0.996511 0.001 0.050 0.018 0.364
H -5.243544 2.403726 0.577335 -0.016 0.008 -0.011 0.361
H -7.005121 0.464478 2.295184 0.018 0.034 0.028 0.468
H -5.335414 0.941014 2.592790 -0.018 0.003 -0.003 0.330
H -5.756090 -0.773549 2.454748 -0.042 0.021 0.043 0.369
H -4.921569 -1.591119 -1.298307 0.008 -0.021 0.026 0.518
H -2.638107 -2.334985 -1.858775 -0.023 0.023 -0.018 0.591
H -3.394962 1.196333 1.603794 -0.042 0.015 -0.048 0.542
```
Forces are in eV/Å.

Values from the calculation:
largest force on an atom	0.0515	Eh/bohr
electronic energy	-3189.4314	hartree
orbital gap	5.3144	eV
HOMO	-15.569	eV
net charge	+3
energy relative to the best compared isomer or geometry (same formula, charge and spin)	0.0	kcal per mole


- What is the energy relative to the best compared isomer or geometry (same formula, charge and spin) in the second record?
  0.0 kcal per mole


- What is the energy relative to the best compared isomer or geometry (same formula, charge and spin) in the first record?
  0.0 kcal per mole


- Number 2 is which compound?
  C25H36BN6O2PtS4


- electronic energy of number 2 (C25H36BN6O2PtS4)?
  -3189.4314 hartree